Here is a structure of composition C20H18Br2N3O2Rh from the Open Molecules 2025 dataset. Energies are from the ωB97M-V functional and the def2-TZVPD basis.

The expectation value of S² is 6.056. For the HOMO-LUMO gap (alpha / beta), the calculation gives 0.22939 / 0.22910 Ha. As for the multiplicity: 5. Its charge is +2. For the energy above the lowest of the compared OMol25 structures with the same formula, charge and spin, the calculation gives 15.8 kJ/mol. The molar mass comes out at 595.10 g mol⁻¹. Its HOMO energy (alpha / beta) is -12.72 / -15.39 eV.

Atoms and positions in Å:
H (3.871, 0.423, -1.045)
H (-1.321, 0.220, 5.380)
H (-1.872, -4.171, 0.422)
N (-0.750, 2.168, -1.330)
C (3.892, -2.929, -1.391)
H (0.162, 5.924, -1.242)
H (0.163, 0.261, 1.903)
C (-0.701, 0.227, 4.488)
C (-3.649, 0.214, 2.095)
O (-0.715, -2.481, 0.011)
N (1.171, 0.218, -1.489)
C (-1.693, 3.096, -1.369)
C (0.573, 2.541, -1.324)
C (2.588, -3.127, -1.879)
H (-0.056, -0.651, 4.499)
C (2.102, -0.752, -1.571)
O (-1.605, -2.105, -2.066)
H (-0.052, 1.101, 4.518)
H (5.373, -1.453, -0.869)
H (-4.726, 0.194, 2.103)
H (-2.217, 5.173, -1.382)
C (-0.916, 0.251, 2.000)
H (-3.452, 0.235, 4.223)
H (2.569, 1.819, -1.464)
C (-1.414, 4.457, -1.352)
C (-0.079, 4.873, -1.287)
C (4.341, -1.621, -1.138)
H (1.950, 4.201, -1.289)
C (3.484, -0.562, -1.244)
H (-0.783, -4.335, -0.970)
H (0.774, -2.207, -2.462)
C (-0.883, -3.925, 0.034)
C (-2.925, 0.231, 3.280)
C (-1.094, -1.826, -1.015)
N (-1.606, 0.246, 0.872)
C (1.530, 1.537, -1.394)
H (-2.723, 2.765, -1.413)
Br (-3.711, 0.144, -0.842)
H (2.291, -4.115, -2.191)
C (-1.530, 0.238, 3.255)
H (-0.109, -4.302, 0.700)
C (0.909, 3.926, -1.291)
Br (5.047, -4.389, -1.105)
C (-2.938, 0.218, 0.912)
C (1.730, -2.068, -1.984)
Rh (-1.000, 0.117, -1.298)

The computed natural (NBO) charges, all in e, follow: H 0.230; H 0.245; H 0.223; N -0.524; C -0.008; H 0.254; H 0.219; C -0.646; C -0.244; O -0.467; N -0.554; C 0.081; C 0.097; C -0.199; H 0.242; C 0.268; O -0.476; H 0.245; H 0.261; H 0.265; H 0.253; C 0.058; H 0.253; H 0.212; C -0.217; C -0.138; C -0.218; H 0.242; C -0.169; H 0.212; H 0.236; C -0.275; C -0.119; C 0.724; N -0.495; C 0.032; H 0.222; Br 0.197; H 0.255; C 0.001; H 0.227; C -0.160; Br 0.256; C 0.145; C -0.216; Rh 0.971